[1]
Molecular formula: C63H147N21O21
Method: DFT, ωB97M-V/def2-TZVPD

Properties
Largest force on an atom   5.1 eV/A
Frontier orbital gap   8.14 eV
Energy relative to the best compared isomer or geometry (same formula, charge and spin)   16.463 eV
Charge   0

Structure (XYZ):
```
252
Properties=species:S:1:pos:R:3:forces:R:3
C 4.3820 1.4570 3.1456 2.7 -0.1 -3.4
O 4.9726 1.3069 2.0065 -2.8 0.3 2.9
N 5.0568 1.2259 4.2618 0.0 -1.1 0.6
C 4.6866 1.7775 5.5079 0.4 0.9 2.6
C 6.3441 0.5372 4.3056 -0.2 -0.3 -1.1
H 3.3702 1.8450 3.3405 0.1 0.0 -0.5
H 4.9381 1.2252 6.4134 0.3 -1.4 -0.4
H 3.6618 2.0171 5.7915 -0.2 0.4 -1.3
H 5.3701 2.6021 5.7106 -0.5 0.9 -0.2
H 6.5253 0.0396 3.3529 -0.4 -0.1 0.0
H 7.1888 1.2233 4.3681 -0.1 0.2 0.6
H 6.2785 -0.2273 5.0798 0.4 0.3 0.1
C 1.0311 5.8657 -7.3568 1.1 0.9 3.5
O 1.8067 6.4074 -6.5521 -0.2 -0.5 -1.5
N -0.2083 5.5340 -6.9534 -2.5 0.2 -0.7
C -1.1345 5.0307 -7.9860 0.0 -0.8 0.7
C -0.8772 5.8098 -5.6192 1.7 0.5 -0.6
H 1.3540 5.5251 -8.3528 -0.4 0.2 0.0
H -0.8362 5.2565 -9.0098 0.4 -0.2 0.2
H -2.1564 5.4032 -7.9150 0.1 0.5 0.4
H -1.2165 3.9639 -7.7778 -0.2 -0.2 -0.7
H -1.3304 4.9218 -5.1786 -0.1 -0.2 -0.4
H -0.1677 6.1749 -4.8767 0.3 -0.2 -0.4
H -1.5982 6.6250 -5.6797 -0.2 -0.2 -0.5
C 5.4703 2.7971 -1.1086 0.5 0.5 0.0
O 5.7032 3.9966 -0.9962 -0.2 -0.3 0.4
N 5.4750 2.1974 -2.3006 -1.2 1.3 -2.9
C 5.3229 0.7993 -2.5675 0.4 -0.8 1.2
C 5.9060 2.8942 -3.5437 0.6 0.1 1.2
H 5.3033 2.1000 -0.2729 -0.2 0.2 0.2
H 4.4734 0.3492 -2.0539 0.3 0.0 0.5
H 6.2981 0.4538 -2.2245 -0.3 -1.5 -0.3
H 5.1394 0.5293 -3.6075 0.4 0.5 0.0
H 5.4091 2.4273 -4.3940 0.0 0.4 0.1
H 5.8216 3.9803 -3.5071 -0.5 -0.2 0.1
H 6.9795 2.7140 -3.6009 0.2 -0.1 -0.5
C 5.3218 -4.1483 1.1239 -1.7 2.3 -0.8
O 5.2952 -4.6541 2.2176 0.4 -0.6 0.0
N 4.4219 -3.1444 0.7578 0.9 0.1 -0.4
C 4.4860 -2.4047 -0.5363 0.1 -1.2 0.7
C 3.3864 -2.7135 1.6302 -1.5 0.0 1.0
H 5.9891 -4.3111 0.2634 0.4 -0.6 0.4
H 5.5244 -2.2359 -0.8215 -0.1 0.0 -0.1
H 3.9667 -1.4502 -0.4508 0.2 0.0 0.2
H 3.9728 -2.9985 -1.2927 0.1 0.2 -0.3
H 2.9855 -3.4937 2.2772 0.4 -0.4 -0.2
H 3.5602 -1.8852 2.3171 0.7 0.3 -0.2
H 2.5092 -2.4133 1.0570 0.1 0.1 -0.3
C 1.2841 -0.3313 4.7947 0.3 -1.3 0.5
O 1.9887 -1.0279 4.0955 0.5 0.2 -0.8
N 0.0019 -0.6663 5.0623 0.3 2.1 0.4
C -0.8060 0.1550 6.0128 0.0 -1.4 -1.4
C -0.5470 -1.8765 4.5338 -1.2 -1.3 0.4
H 1.7552 0.4746 5.3785 -0.6 0.4 -0.1
H -0.9630 -0.4820 6.8833 -0.2 0.5 0.3
H -1.7442 0.3437 5.4910 -0.3 0.0 0.3
H -0.3892 1.1395 6.2254 0.5 -0.5 0.1
H -0.9094 -2.4831 5.3637 0.4 -0.3 0.4
H -1.4849 -1.8019 3.9834 0.1 0.9 -0.5
H 0.0948 -2.5287 3.9415 0.4 0.7 0.2
C -2.3305 -3.8711 2.0075 -0.5 -2.0 0.1
O -1.5302 -4.3832 2.8017 -0.7 1.1 -1.1
N -2.7325 -4.4310 0.8211 3.7 -1.0 1.5
C -3.8540 -3.9608 0.1699 -2.2 0.7 0.0
C -2.0354 -5.5982 0.2660 0.6 0.1 -0.4
H -2.9892 -3.0156 2.2232 0.5 0.4 0.3
H -3.7877 -3.8791 -0.9150 0.2 -0.2 0.2
H -4.0788 -2.9810 0.5913 -0.2 0.2 -0.3
H -4.6804 -4.6105 0.4580 -0.5 0.0 -0.5
H -1.8985 -5.4358 -0.8031 -0.3 -0.1 0.0
H -1.0069 -5.7168 0.6070 -0.3 0.3 0.6
H -2.5146 -6.5656 0.4168 -0.4 0.2 0.2
C -0.5414 1.4460 -0.1809 2.6 -1.0 -1.9
O -0.2593 2.1765 -1.1420 -1.1 -0.2 1.2
N 0.0452 0.1798 -0.1198 -1.1 1.8 1.1
C -0.0250 -0.5883 1.1091 -0.6 -1.4 0.1
C 0.8984 -0.3067 -1.1940 0.3 -0.4 0.4
H -1.1507 1.7510 0.6839 0.0 -0.2 -0.2
H 0.9119 -0.8244 1.6137 0.4 0.5 -0.2
H -0.4623 -1.5641 0.8979 0.1 -0.4 -0.3
H -0.7268 -0.2493 1.8711 0.0 0.9 -0.3
H 1.9091 -0.4922 -0.8306 0.2 0.4 0.2
H 0.5855 -1.3032 -1.5056 -0.4 0.0 -0.3
H 0.9488 0.3934 -2.0280 -0.3 -0.1 0.2
C -1.5484 6.2846 1.1994 -1.1 -0.7 -1.1
O -1.6311 5.3860 2.0197 0.5 0.5 0.4
N -1.8713 7.5819 1.3381 -0.3 0.4 -1.2
C -2.0769 8.1922 2.6059 0.7 0.4 1.8
C -2.0917 8.4529 0.1354 1.2 0.5 1.1
H -1.3520 6.0816 0.1353 0.3 -0.2 0.0
H -3.0854 8.4940 2.8885 -0.2 0.1 -0.7
H -1.3829 9.0205 2.7491 -0.3 0.6 -0.4
H -1.7669 7.5821 3.4542 0.0 -0.8 -0.5
H -2.9339 9.1020 0.3751 -0.4 -0.4 -0.5
H -1.2600 9.1468 0.0129 0.3 0.2 0.4
H -2.0736 8.0014 -0.8565 -0.7 -0.8 0.4
C -3.3375 1.6560 -7.0023 0.4 -0.5 0.3
O -3.0808 2.1079 -8.1049 -0.1 -0.1 0.3
N -3.9875 2.2707 -5.9989 1.3 2.0 -1.9
C -4.1464 1.7215 -4.7265 -1.0 -0.6 2.3
C -4.3556 3.6750 -6.2085 -0.8 0.1 0.2
H -3.0362 0.6607 -6.6407 0.1 -0.3 -0.4
H -3.5649 2.1370 -3.9034 0.4 0.8 -0.3
H -3.9274 0.6628 -4.5874 -0.1 -0.1 -0.9
H -5.1846 1.8993 -4.4463 -0.2 -0.3 0.3
H -4.0497 4.3623 -5.4198 0.3 -0.4 0.4
H -3.9631 4.1096 -7.1279 0.0 -0.7 -0.1
H -5.4448 3.7020 -6.2391 -0.1 0.3 -0.1
C 5.1075 -2.7979 5.2197 0.2 -0.8 -0.7
O 6.2529 -2.5469 5.5411 -0.2 -0.1 0.8
N 4.2483 -3.6792 5.8208 -1.6 0.4 -1.5
C 2.8378 -3.8065 5.2540 0.9 0.3 1.2
C 4.5802 -4.4390 7.0015 1.0 -0.3 -0.3
H 4.7327 -2.3957 4.2658 -0.5 0.1 0.2
H 2.6362 -3.3035 4.3083 0.8 0.3 0.3
H 2.2075 -3.3375 6.0096 -0.4 0.0 -0.1
H 2.4857 -4.8273 5.1053 0.6 -0.3 0.3
H 5.6638 -4.4065 7.1154 0.0 0.2 0.0
H 4.1577 -4.0845 7.9417 -0.4 0.1 -0.1
H 4.3723 -5.4967 6.8396 -0.4 0.0 0.1
C 4.1074 -3.0485 -4.6928 0.2 0.1 0.9
O 4.7501 -2.7250 -3.6953 -0.3 0.0 -1.1
N 4.6010 -3.4286 -5.8795 -1.2 -0.6 -2.0
C 3.7127 -4.1546 -6.8560 0.3 0.1 1.3
C 6.0051 -3.4351 -6.1753 0.6 0.2 0.4
H 3.0066 -3.0628 -4.7098 -0.1 0.0 0.3
H 2.6732 -3.9694 -6.5854 0.0 0.2 -0.1
H 3.8599 -5.2287 -6.7429 0.1 -0.1 0.0
H 3.8791 -3.9170 -7.9067 0.2 0.5 0.2
H 6.1832 -3.6794 -7.2225 -0.2 -0.2 0.2
H 6.4305 -2.4426 -6.0266 0.0 0.0 0.3
H 6.4939 -4.1420 -5.5049 0.4 0.0 -0.2
C -5.6658 -0.9230 -1.2323 0.0 0.0 0.1
O -6.6883 -0.3079 -1.0853 -1.5 0.4 0.2
N -4.4708 -0.3312 -1.1960 2.0 -0.8 -1.0
C -3.2455 -1.0673 -1.5429 0.7 -0.4 0.2
C -4.3067 1.0925 -1.0053 0.4 0.2 0.3
H -5.6710 -2.0158 -1.3668 0.3 -0.1 -0.1
H -3.3959 -2.0906 -1.8869 -0.7 0.0 0.4
H -2.5423 -1.1011 -0.7108 -0.2 -0.1 0.5
H -2.5889 -0.7202 -2.3407 -0.6 1.1 -0.4
H -3.5249 1.2390 -0.2600 0.0 0.0 0.2
H -3.9298 1.5621 -1.9139 -0.3 0.1 -0.1
H -5.2128 1.5759 -0.6402 0.0 -0.3 -0.3
C 0.4454 5.6034 -2.2604 0.4 1.2 0.6
O -0.0947 6.6077 -2.7160 -0.2 -0.2 0.1
N 1.7723 5.5456 -2.0259 -0.1 0.5 -0.6
C 2.4529 4.3551 -1.7254 1.2 -1.7 0.8
C 2.6815 6.6570 -2.3126 -1.0 1.3 0.2
H -0.1120 4.7452 -1.8543 0.0 -0.2 -0.4
H 3.1256 4.5278 -0.8853 0.2 -0.1 0.0
H 3.0767 4.0333 -2.5594 0.2 0.1 -0.2
H 1.8667 3.4742 -1.4640 -0.7 0.4 0.0
H 3.7075 6.4993 -1.9802 -0.2 -0.6 -0.3
H 2.6119 7.0149 -3.3398 0.2 -0.5 -0.2
H 2.3470 7.5237 -1.7425 -0.2 0.1 0.2
C 0.4734 -6.9858 3.0757 1.1 0.8 -2.4
O 0.8823 -7.7167 2.1939 -0.3 -0.6 -0.4
N 0.3261 -7.3128 4.3262 -0.7 1.5 3.5
C -0.1354 -6.2145 5.2367 -1.3 -0.4 0.1
C 0.4499 -8.6695 4.8073 -0.9 -0.7 -0.4
H 0.2853 -5.9243 2.8521 -0.2 0.0 0.3
H 0.3111 -6.0947 6.2238 0.7 -0.6 -0.3
H -1.2003 -6.3312 5.4376 -0.2 -0.6 0.2
H -0.1967 -5.2126 4.8118 0.9 -0.2 -0.7
H -0.2189 -8.8444 5.6500 0.6 0.5 0.6
H -0.0165 -9.3583 4.1031 0.3 0.1 -0.6
H 1.4767 -9.0086 4.9445 -0.1 0.2 0.3
C -5.5978 -3.4991 6.3953 -1.1 -0.2 -1.2
O -6.3407 -4.3688 5.9848 -0.9 -0.1 0.5
N -4.2983 -3.6020 6.2319 3.2 0.8 1.1
C -3.6716 -4.8081 5.7089 -0.7 0.2 -0.6
C -3.3802 -2.4947 6.5882 -1.1 0.3 -0.9
H -5.9337 -2.5117 6.7481 -0.1 -0.1 0.4
H -2.7070 -4.5178 5.2927 0.2 -0.3 0.4
H -4.2393 -5.1933 4.8619 -0.2 0.1 0.0
H -3.6965 -5.6047 6.4525 0.6 0.0 0.1
H -2.5114 -2.6867 7.2178 -0.3 -0.7 0.1
H -3.0275 -2.0997 5.6355 0.3 0.2 0.1
H -3.9564 -1.6985 7.0595 -0.1 0.0 0.1
C -3.8672 6.0546 -2.4783 1.9 -1.9 1.6
O -3.1752 5.0244 -2.2646 -1.6 2.0 -1.2
N -4.9897 6.3056 -1.7828 -0.3 -0.9 0.2
C -5.6053 7.5927 -1.6084 0.2 0.2 -0.4
C -5.6409 5.2356 -1.0304 0.4 -0.5 0.2
H -3.5472 6.8742 -3.1402 0.0 -0.1 0.0
H -4.9997 8.3949 -2.0302 0.0 -0.1 -0.2
H -5.6704 7.7995 -0.5402 -0.3 0.0 0.0
H -6.5863 7.5721 -2.0831 -0.2 0.3 0.2
H -5.3175 5.1322 0.0054 0.0 0.8 0.3
H -6.7187 5.3939 -1.0697 0.0 -0.1 0.0
H -5.3727 4.2385 -1.3797 -0.1 0.3 -0.8
C -0.5607 1.2007 -4.3041 -1.8 -1.9 0.5
O -1.2408 0.1585 -4.3763 0.1 0.9 0.0
N 0.4464 1.4462 -5.1065 1.2 0.3 -1.1
C 1.3406 2.5198 -4.7191 0.5 1.0 -0.6
C 0.6660 0.7113 -6.3813 0.9 0.6 0.8
H -0.7728 1.9879 -3.5641 0.2 -0.2 0.1
H 2.4065 2.3092 -4.8061 0.0 -0.7 -0.1
H 1.2058 2.8297 -3.6828 -0.4 -0.2 -0.1
H 1.2134 3.3853 -5.3692 -0.2 0.3 0.0
H 1.0760 1.4100 -7.1106 -0.4 0.3 0.0
H 1.4969 0.0171 -6.2558 -0.2 -0.5 0.1
H -0.2263 0.2278 -6.7787 0.1 0.1 0.4
C -0.4803 -3.1705 -3.7665 1.7 -3.7 3.1
O 0.1995 -3.7071 -2.8028 -2.2 2.2 -2.9
N -1.6734 -3.7148 -4.1358 2.3 3.3 -1.2
C -2.3582 -4.7120 -3.4134 -0.2 -0.1 0.5
C -2.3739 -3.0498 -5.2166 -0.6 -0.6 -0.7
H -0.0519 -2.3922 -4.4170 -0.5 0.0 0.3
H -3.3059 -4.8218 -3.9405 -0.1 -0.5 0.4
H -2.5074 -4.3176 -2.4083 -0.2 -0.4 0.1
H -1.7887 -5.6394 -3.3519 -0.1 -0.1 0.0
H -1.8725 -2.2168 -5.7092 0.5 -0.1 0.5
H -2.5085 -3.8310 -5.9647 -0.5 0.2 -0.3
H -3.3341 -2.6508 -4.8895 -0.2 -0.1 0.0
C -4.5920 -0.3726 3.1504 1.4 0.6 -0.9
O -3.4939 -0.1032 2.6734 0.1 -1.0 -0.3
N -5.1402 0.3784 4.0759 -2.6 0.8 1.1
C -6.5759 0.1973 4.3513 0.5 -0.4 1.3
C -4.5746 1.5568 4.7006 0.0 0.0 -0.1
H -5.2575 -1.2084 2.8847 0.4 -0.2 -0.4
H -6.9758 -0.6440 3.7853 -0.1 0.5 -0.3
H -7.1384 1.1304 4.3171 0.0 0.0 -1.0
H -6.7304 -0.0697 5.3967 0.3 -0.3 0.3
H -5.2435 2.4050 4.5552 -0.1 0.0 -0.1
H -4.5389 1.3484 5.7699 0.3 0.2 0.1
H -3.6076 1.8404 4.2852 0.0 -0.4 0.1
C 3.1801 -6.8988 0.1415 0.0 0.3 0.8
O 3.9250 -7.6727 -0.4230 0.2 -0.2 -0.2
N 2.5627 -5.8699 -0.4691 0.0 -1.1 -0.7
C 1.5675 -5.0351 0.1383 0.1 1.3 -0.4
C 2.7824 -5.7146 -1.9046 -0.9 1.4 0.6
H 2.9816 -6.9155 1.2243 0.0 -0.2 -0.1
H 1.9418 -4.0178 0.0240 0.0 0.2 0.6
H 1.3315 -5.2583 1.1788 0.4 -0.2 -0.2
H 0.6435 -4.9403 -0.4321 -0.1 -0.8 -0.2
H 2.0892 -4.9103 -2.1507 -0.2 -0.2 -0.6
H 3.7537 -5.2615 -2.1029 0.3 -0.7 -0.1
H 2.5331 -6.6088 -2.4761 0.4 0.0 0.1
C 1.5286 3.6264 4.5546 1.5 0.9 -1.5
O 2.6447 4.1249 4.4530 -0.6 -0.1 0.8
N 0.8404 3.2481 3.4653 -0.9 -1.5 -2.8
C -0.4134 2.5449 3.5584 -1.5 1.4 1.3
C 1.2338 3.4655 2.0035 0.7 0.2 1.4
H 0.9888 3.5171 5.5080 0.0 -0.2 0.0
H -1.1838 3.2191 3.1842 -0.2 -0.1 -0.5
H -0.6710 2.5081 4.6169 0.0 -0.4 0.1
H -0.5970 1.5613 3.1261 0.9 -0.1 -0.2
H 1.5797 2.5675 1.4917 0.4 -0.4 0.6
H 0.4059 3.7572 1.3574 -0.4 0.5 0.8
H 2.0292 4.2106 2.0138 -0.1 -0.1 -0.2
```
Positions in Å, forces in eV/Å.

---

[2]
Molecular formula: C8H13NO
Method: DFT, ωB97M-V/def2-TZVPD

Properties
Largest force on an atom   4.4 eV/A
Frontier orbital gap   8.16 eV
SMILES   COC=C(C)C.C=C=C=N
Energy relative to the best compared isomer or geometry (same formula, charge and spin)   5.185 eV
Charge   0

Structure (XYZ):
```
23
Properties=species:S:1:pos:R:3:forces:R:3
C -1.2912 -1.7598 -1.1084 2.8 0.0 0.8
O -1.1870 -0.8935 0.0400 -0.2 1.1 -0.7
C -0.8848 0.4464 -0.3276 0.0 -0.3 -0.5
C -0.4643 1.3034 0.6099 -0.8 -0.7 0.8
C -0.3711 0.8323 2.0585 3.8 1.4 -1.6
C 0.0064 2.7207 0.3896 0.8 -0.4 -2.2
H -2.1318 -1.4480 -1.6690 -0.8 0.0 -1.0
H -1.3816 -2.8430 -0.7800 0.1 1.5 -0.2
H -0.2834 -1.5788 -1.6480 -1.8 -0.8 0.2
H -1.0137 0.7544 -1.4161 0.2 -0.7 1.4
H -0.2154 -0.2362 2.0978 -0.2 -0.2 0.3
H 0.6720 1.3703 2.2315 -1.9 -1.4 0.9
H -1.1081 1.2138 2.7224 -0.6 0.3 0.5
H -0.0919 2.8682 -0.7558 0.5 0.3 1.8
H 1.1232 2.8422 0.7251 -2.1 -0.1 -0.7
H -0.6344 3.4572 0.8864 0.3 -0.1 0.0
C 1.6776 -2.4814 0.8375 -0.2 0.2 -2.2
C 2.0461 -1.5612 -0.0628 -0.5 -0.4 1.0
C 2.3926 -0.5929 -0.8383 0.5 -0.6 0.0
N 3.0433 0.2603 -1.4425 -0.7 1.6 -1.0
H 2.2318 -2.6806 1.7295 0.4 0.1 0.4
H 0.8871 -3.2271 0.6085 0.2 0.8 0.3
H 2.7010 0.8206 -2.2922 0.3 -1.7 1.5
```
Positions in Å, forces in eV/Å.

---

[3]
Molecular formula: C5H8N2O
Method: DFT, ωB97M-V/def2-TZVPD

Properties
Largest force on an atom   1.2 eV/A
Frontier orbital gap   7.85 eV
Energy relative to the best compared isomer or geometry (same formula, charge and spin)   4.599 eV
Charge   0

Structure (XYZ):
```
16
Properties=species:S:1:pos:R:3:forces:R:3
C -1.5571 0.6016 -0.4990 0.1 -0.2 -0.5
C 1.6274 -1.3820 -0.5380 0.4 0.2 0.1
N 0.6218 -0.3400 -0.4620 -0.7 -0.2 0.0
C -1.1058 -0.8891 -0.2415 -0.5 0.4 0.9
C -0.4237 0.9869 0.4043 0.2 -0.1 0.3
N 0.0244 2.1681 0.8153 0.0 -0.3 -0.2
C -0.1673 -0.3866 0.8408 0.3 0.0 -0.5
O -1.6055 -1.9713 -0.5017 0.5 0.3 -0.3
H 0.8232 2.2034 1.4320 -0.2 0.0 0.0
H -0.1301 2.9812 0.2370 0.0 -0.1 0.0
H 0.2650 -0.7505 1.7642 0.0 -0.1 0.0
H -1.5595 0.9871 -1.5184 0.0 0.0 0.1
H -2.5146 0.7771 0.0021 0.1 0.0 0.0
H 1.1801 -2.3841 -0.4704 -0.1 0.1 0.1
H 2.1258 -1.3085 -1.5064 0.0 0.0 0.0
H 2.3960 -1.2933 0.2417 0.0 0.0 0.0
```
Positions in Å, forces in eV/Å.